{
  "formula": "C8H34N2O8",
  "method": "ωB97M-V with the def2-TZVPD basis set",
  "de_lowest_kcal_mol": 55.4,
  "e_lumo_ha": 0.01211,
  "elements": ["O", "O", "O", "O", "O", "O", "O", "O", "N", "N", "C", "C", "C", "C", "C", "C", "C", "C", "H", "H", "H", "H", "H", "H", "H", "H", "H", "H", "H", "H", "H", "H", "H", "H", "H", "H", "H", "H", "H", "H", "H", "H", "H", "H", "H", "H", "H", "H", "H", "H", "H", "H"],
  "xyz": [[-6.5645, -0.8961, -3.8153], [-2.4922, -1.5157, 4.0455], [-2.6402, -3.0142, -0.9918], [-0.9348, 6.3149, -0.8903], [3.8943, -5.3604, 0.8980], [1.3344, 0.9726, -2.4923], [-2.8973, -5.9757, -4.6366], [-3.8728, -6.6148, 2.6987], [0.1419, 9.1586, -2.9672], [5.1029, -3.9002, 2.8454], [4.0356, -4.8176, 3.1461], [0.6112, 9.0539, -0.5183], [-2.1190, 5.5296, -0.7583], [0.1720, 8.2523, -1.7768], [3.0595, -4.8519, 1.8994], [-1.1575, 7.5086, -1.6425], [3.2137, -5.1467, -0.3609], [3.3712, -4.5524, 4.4564], [-1.8849, 8.1635, -1.1628], [-2.9721, -5.3795, -3.8915], [5.6080, -4.3058, 2.0704], [-2.6928, -3.1876, -0.0520], [2.2276, -5.5315, 2.0841], [-3.8905, -6.9819, 1.8148], [4.4563, -5.8149, 3.2748], [-0.1062, 9.8019, -0.1809], [3.0006, -3.5274, 4.4480], [1.0306, 7.6154, -1.9895], [-2.4729, 5.2743, -1.7571], [1.7953, 0.8211, -3.3175], [4.1286, -4.6221, 5.2372], [3.8864, -5.4697, -1.1554], [-3.7531, -7.3727, 3.2709], [-7.1465, -0.9561, -3.0577], [-2.8139, -2.2800, 4.5236], [1.1575, 1.9132, -2.4854], [2.7401, -3.8185, 1.7648], [5.8510, -3.9196, 3.5237], [0.7868, 8.4295, 0.3577], [-2.9234, -5.4048, -5.4044], [-2.9180, -0.7707, 4.4697], [-5.7400, -1.2786, -3.5154], [2.5481, -5.2584, 4.5668], [-0.2299, 10.0754, -2.7637], [1.5352, 9.5804, -0.7570], [-1.9662, -2.3394, -1.0740], [2.3317, -5.7817, -0.4441], [-3.0193, 5.8674, -0.2450], [-0.4809, 8.6732, -3.5969], [-1.5305, 7.2245, -2.6265], [3.0840, -4.1005, -0.6380], [-1.8849, 4.5166, -0.4311]],
  "forces_ev_per_a": [[-0.055, 0.103, -0.221], [0.140, 0.009, -0.195], [-0.162, -0.126, -0.256], [-1.109, 0.188, 0.724], [-1.334, 0.838, -2.041], [-0.084, -0.178, 0.147], [0.021, -0.242, -0.019], [-0.013, 0.240, 0.072], [-0.071, -0.800, 0.670], [0.787, 0.531, -0.495], [-0.655, -1.133, -0.549], [-0.241, -0.232, -0.337], [0.244, -1.198, -1.534], [0.685, 1.537, 0.240], [2.029, -0.233, 2.741], [1.023, -0.585, 0.489], [1.651, -0.830, -0.504], [-0.176, 0.891, -0.278], [-0.233, 0.050, 0.119], [-0.007, 0.153, 0.268], [-0.227, 0.182, -0.731], [-0.041, -0.060, 0.278], [-0.281, 0.067, 0.026], [-0.013, -0.058, -0.255], [-0.122, -0.562, -0.461], [-0.300, 0.081, -0.307], [-0.266, 0.062, 0.248], [-0.442, -0.733, 0.109], [-0.232, 0.353, -0.540], [0.129, -0.078, -0.198], [-0.294, -0.201, 0.263], [0.199, -0.422, 0.121], [0.031, -0.170, 0.179], [-0.171, -0.006, 0.171], [-0.060, -0.247, 0.091], [-0.056, 0.254, 0.057], [-0.174, 0.053, -0.496], [-0.294, 0.115, 0.836], [0.062, -0.285, -0.215], [-0.008, 0.108, -0.214], [-0.082, 0.221, 0.079], [0.241, -0.105, 0.065], [0.075, 0.063, 0.442], [-0.260, -0.001, 0.123], [0.048, -0.040, 0.025], [0.196, 0.189, -0.041], [-0.334, 0.383, 0.178], [0.499, 0.822, 0.545], [-0.037, 0.523, -0.601], [-0.121, -0.005, -0.259], [-0.588, 0.200, 0.701], [0.484, 0.318, 0.744]],
  "mulliken_charge": [-0.641, -0.639, -0.645, -0.311, -0.304, -0.640, -0.643, -0.640, -0.674, -0.792, 0.527, -1.447, -0.854, 0.538, -0.686, -0.560, -0.796, -1.473, 0.277, 0.323, 0.248, 0.322, 0.383, 0.322, 0.275, 0.362, 0.361, 0.173, 0.331, 0.323, 0.364, 0.285, 0.318, 0.318, 0.321, 0.317, 0.373, 0.257, 0.358, 0.317, 0.318, 0.322, 0.357, 0.247, 0.376, 0.325, 0.299, 0.322, 0.248, 0.305, 0.323, 0.309]
}